# 1
66
Properties=species:S:1:pos:R:3:forces:R:3 method="wB97M-V/def2-TZVPD" charge=+1 homo_ev="-10.793 / -11.264" orbital_gap_ha="0.2605 / 0.1981" energy_ev=-121772.2069 multiplicity=5
Pd -0.551202 0.159994 0.419271 1.52 1.67 1.70
Se -2.506002 -0.858306 2.867471 0.48 -1.33 0.31
Si -2.335702 -2.049306 -1.267429 -0.20 -1.67 -0.09
O 1.109698 3.726594 5.394471 0.19 -0.25 -0.30
O 0.913398 0.933294 1.580271 1.36 1.02 1.00
O 1.212398 0.428694 -1.244829 -0.19 -0.20 0.19
O 2.767898 2.521194 3.293871 -1.26 -0.41 -0.34
O -1.642302 2.941294 4.970471 -0.64 -0.17 -0.18
O -1.767402 1.445794 2.357971 1.31 1.11 -0.27
N -1.793302 -0.419506 -0.917529 -2.05 -0.21 -2.79
N -1.825802 -1.610706 4.272771 -0.03 -0.36 0.45
N -1.229102 1.719994 -0.973129 0.14 1.04 -0.61
N 3.120598 0.802294 -2.359729 -0.09 0.08 0.13
N -1.044202 -1.213906 1.883271 0.22 -1.12 1.44
C 0.750498 3.040094 4.485171 -1.58 0.40 0.62
C -1.846902 0.708594 -1.629429 -0.49 0.23 -0.65
C 2.030698 -1.375406 -2.581129 -0.06 0.11 0.04
C 1.538998 -3.016806 4.523771 -0.81 0.05 0.73
C 1.555698 2.410894 3.394771 2.29 0.45 0.30
C -1.601202 3.169194 -2.791729 -0.32 -0.17 -0.42
C 4.146498 0.396094 -3.296829 0.17 -0.29 -0.30
C 1.183598 -2.115306 2.303371 0.97 -0.21 -0.06
C 3.243898 2.124194 -1.777329 -0.14 0.25 0.30
C -0.582902 -2.040706 4.018371 -0.48 0.47 -0.56
C -3.963502 -2.250806 -0.295729 0.81 0.16 -0.32
C -0.861902 -3.083506 -0.615429 -0.53 0.37 -0.21
C 2.007198 -2.701706 3.234871 -0.34 0.38 -0.97
C 0.609398 1.687294 2.536271 -0.29 -0.60 -0.57
C -0.762702 2.656394 4.213771 1.49 1.01 1.36
C -2.553502 -2.417106 -3.126729 -0.05 0.32 0.74
C -1.105202 2.922694 -1.508829 -0.04 -0.50 0.74
C -0.119602 -1.788906 2.683871 -1.38 0.17 0.01
C 0.267898 -2.691106 4.930471 0.77 -0.27 0.21
C -0.756402 1.912394 2.963471 -1.01 -0.92 -1.24
C -2.393802 0.909894 -2.907329 -0.04 -0.09 -0.02
C -2.238902 2.152094 -3.487629 0.03 0.12 -0.05
C -0.473502 3.972594 -0.661129 0.14 0.01 0.07
C 2.096798 0.020094 -2.017429 -0.20 -0.22 0.01
H 2.197798 -3.522006 5.210071 0.11 -0.03 0.12
H -0.584702 -3.862806 -1.319429 0.02 -0.08 -0.18
H -4.703102 -1.534106 -0.635629 -0.16 0.16 -0.15
H 2.943998 2.893394 -2.493229 0.04 0.00 0.01
H -0.090002 -2.904506 5.924871 0.00 -0.05 0.10
H -3.817102 -2.087706 0.770171 0.06 -0.06 -0.01
H -1.788302 -1.945006 -3.736629 0.18 0.06 -0.06
H -2.613002 2.328094 -4.485629 -0.06 0.05 -0.02
H 0.013098 -2.445406 -0.446029 -0.15 -0.15 -0.07
H -0.104002 4.804194 -1.254129 0.02 0.05 -0.01
H 0.987398 -1.675606 -2.639929 -0.01 0.00 0.02
H 1.513798 -1.852606 1.301471 0.12 -0.11 0.20
H 4.277698 2.294594 -1.478829 -0.03 0.01 -0.02
H 3.031098 -2.921706 2.974971 0.08 -0.08 -0.03
H -1.505002 4.146994 -3.230929 0.10 0.17 -0.05
H -2.894502 0.105494 -3.413229 -0.10 -0.09 -0.12
H 2.603898 2.182794 -0.897529 0.11 0.03 -0.10
H -2.485202 -3.488406 -3.294729 0.03 -0.18 0.10
H 2.488998 -1.462006 -3.559129 0.02 -0.07 -0.07
H -4.376702 -3.245006 -0.422429 -0.04 -0.24 -0.09
H 3.718198 0.141094 -4.267429 0.07 0.02 0.01
H -1.102702 -3.572006 0.324471 -0.03 0.00 0.17
H -3.524402 -2.103006 -3.495629 -0.20 0.10 -0.08
H 4.707398 -0.460106 -2.919229 0.05 0.03 -0.06
H -1.214302 4.352494 0.046171 0.01 0.03 -0.02
H 0.343798 3.537894 -0.082929 -0.02 0.04 -0.05
H 2.541498 -2.056406 -1.901029 0.07 -0.06 0.03
H 4.834198 1.222794 -3.447229 0.00 0.00 0.05

# 2
73
Properties=species:S:1:pos:R:3:forces:R:3 method="wB97M-V/def2-TZVPD" charge=-2 homo_ev="-2.459 / -2.855" orbital_gap_ha="0.2540 / 0.2552" energy_ev=-226438.6209 multiplicity=4
Tc 0.273615 0.556919 0.091274 -0.39 -0.01 -0.37
As -2.456241 0.054726 1.816665 -1.44 0.23 0.75
As -1.735155 -2.335880 -0.860413 -0.26 -1.28 0.21
S -0.514621 2.509384 -0.940862 0.09 -0.17 0.34
S -0.088312 -0.207496 -3.108974 0.23 0.45 -0.81
S 0.382672 1.319168 3.391953 0.69 0.16 0.69
S 2.449185 1.393855 -0.407486 -0.24 -0.12 0.19
P 1.844833 -1.607673 0.758687 0.89 -0.32 -0.09
O -3.945890 -0.602843 1.713465 0.06 -0.48 -0.17
O -0.305301 2.323148 4.153215 -0.15 -0.08 -0.22
O -2.723254 1.551096 2.739247 0.23 0.04 -0.13
O 0.296790 -0.469905 -1.670736 -0.25 -0.01 -0.02
O -2.916780 -3.398371 -0.443710 -0.32 0.10 -0.07
O -1.847478 0.514534 0.327241 1.23 0.07 -0.47
O 0.131956 1.448117 1.923933 -0.09 -0.03 0.11
O 0.337334 -1.289956 -3.955415 -0.02 -0.19 0.30
O -0.743200 -3.344707 -1.968360 0.13 0.27 -0.04
O 0.322893 1.100622 -3.560968 -0.25 -0.17 0.12
O -0.742031 -1.922253 0.415706 -0.07 0.59 -0.39
O 1.798687 1.224128 3.684993 -0.21 -0.10 -0.13
C -0.126397 -2.225895 5.213179 -0.05 0.02 -0.03
C -1.175241 -2.814637 4.515735 0.04 -0.07 0.03
C -3.946874 0.690765 -3.753107 -0.07 -0.05 0.00
C 3.086619 4.711701 -2.592528 0.05 0.03 -0.02
C -4.614512 -0.059000 -2.792652 -0.06 0.09 -0.08
C 0.319616 -0.965340 4.853759 0.00 0.03 0.02
C 2.177878 2.856538 -1.340123 -0.09 0.06 -0.05
C 2.189632 -2.369235 -0.895480 -0.10 0.00 0.04
C -0.299861 -0.284300 3.812739 0.04 0.04 -0.22
C 3.846010 -0.933351 2.730338 0.00 -0.02 -0.09
C 0.885032 3.321426 -1.592983 0.17 0.01 -0.02
C -1.363346 -0.862216 3.128826 0.23 0.28 -0.08
C -2.531543 -1.013336 -2.061728 0.33 0.15 -0.01
C -2.569292 0.610047 -3.852948 0.17 -0.01 -0.02
C -3.913089 -0.906631 -1.952546 0.08 -0.20 0.12
C 1.800034 5.161823 -2.864433 -0.03 0.05 -0.02
C 3.269205 3.562659 -1.841882 0.01 -0.07 0.04
C 3.620616 -1.367123 1.285803 -0.28 0.13 0.13
C 1.885660 -4.388369 1.546918 0.04 0.12 0.07
C 1.363787 -2.996296 1.886832 -0.17 0.24 0.05
C -1.867059 -0.238029 -3.009985 0.05 0.06 0.33
C 0.710528 4.466458 -2.369540 -0.05 -0.08 0.06
C -1.790915 -2.138473 3.476516 -0.11 0.07 -0.11
C 3.446935 -3.208069 -1.133362 -0.10 0.05 0.07
H -1.505680 -3.813444 4.775102 -0.01 0.01 0.00
H -0.302877 4.788387 -2.580596 0.03 0.07 -0.01
H 3.267009 -0.047682 2.971443 0.00 0.03 0.06
H 1.293602 -2.926709 -1.170075 0.01 0.07 -0.05
H 3.523278 -4.075925 -0.480393 0.05 0.00 -0.01
H 2.232474 -1.525819 -1.579483 -0.06 0.02 -0.03
H -2.005311 1.217497 -4.549625 -0.07 0.03 0.00
H 3.410766 -3.568426 -2.163986 0.03 -0.02 0.00
H 0.353486 -2.756932 6.026639 0.01 0.00 0.00
H 1.684561 -2.700530 2.887507 -0.01 0.02 0.03
H 2.975697 -4.442545 1.573173 0.01 -0.03 -0.03
H -4.495719 1.351582 -4.413539 -0.01 0.02 0.03
H 4.149479 -2.305631 1.103385 -0.02 0.04 -0.08
H 1.534338 -4.700609 0.563225 0.04 -0.03 -0.01
H 1.645958 6.051519 -3.464081 0.00 -0.01 0.00
H 4.023072 -0.612404 0.606324 0.09 -0.07 -0.04
H 3.946568 5.253647 -2.968938 0.00 -0.02 -0.01
H -2.602296 -2.577990 2.907100 -0.01 -0.01 0.03
H 4.903458 -0.707237 2.895080 0.01 -0.04 0.02
H 0.278840 -3.023495 1.880037 0.00 0.09 0.05
H 1.501686 -5.102657 2.280048 0.00 -0.01 -0.01
H -5.689129 0.030318 -2.686739 0.00 -0.01 0.00
H 3.564800 -1.727077 3.427501 0.00 0.04 0.03
H 1.152260 -0.487533 5.353123 0.03 -0.07 0.01
H -1.231039 -4.178610 -1.962273 -0.08 0.08 0.04
H -3.497813 1.962947 2.336668 0.02 -0.04 0.03
H -4.406944 -1.492467 -1.185597 -0.03 0.02 -0.03
H 4.353322 -2.611050 -1.025001 0.02 -0.05 -0.02
H 4.264976 3.188035 -1.633469 0.01 0.04 -0.02

# 3
61
Properties=species:S:1:pos:R:3:forces:R:3 method="wB97M-V/def2-TZVPD" charge=+1 homo_ev=-10.709 orbital_gap_ha=0.3124 energy_ev=-112574.5822
As -1.933720 0.932237 -1.851452 -0.02 0.03 0.01
K -0.711638 0.127148 0.966220 -0.01 1.30 -0.57
O -0.647511 -1.895151 2.013843 0.13 -1.02 0.72
O 0.650918 -0.944248 3.562119 -0.22 0.11 -0.09
N 4.948959 -2.152650 5.205055 0.06 -0.07 0.02
N 1.610364 -1.920231 0.507421 -0.14 -0.12 0.01
N 2.925584 -1.090824 4.841023 0.36 -0.29 0.04
N 3.080902 -3.408683 4.744234 -0.02 0.02 -0.03
C -4.549031 1.012619 -5.775873 0.01 -0.01 0.02
C -4.437109 2.176860 -5.029872 0.00 0.01 -0.01
C 0.795451 1.960955 -1.787645 0.10 0.00 0.04
C 1.697647 -3.879151 2.108499 -0.01 -0.08 0.02
C 3.630870 -2.209770 4.930332 -0.16 0.36 0.05
C 1.160559 -4.396387 3.448188 0.00 -0.04 0.00
C -2.735713 2.679362 0.286843 -0.06 0.07 0.00
C -3.896007 -0.138981 -5.360020 0.00 0.01 -0.01
C -0.112326 1.196004 -2.514367 -0.06 -0.01 -0.05
C -3.663689 2.200764 -3.877188 0.03 0.02 -0.04
C -3.131942 -0.121443 -4.202457 -0.03 -0.01 -0.02
C 0.332828 0.500943 -3.635567 0.07 0.05 -0.03
C 1.640686 -3.687356 4.713953 0.04 -0.04 0.10
C 1.662385 0.577164 -4.025378 0.00 0.01 0.00
C -2.592494 5.074674 0.351227 0.00 0.01 0.01
C -2.168880 2.661371 -0.984990 -0.11 -0.01 -0.05
C -2.012599 5.067712 -0.912511 0.01 -0.01 -0.01
C 2.128251 2.031210 -2.175158 -0.02 0.01 0.02
C -2.952887 3.880714 0.953872 0.06 -0.02 0.01
C -2.995485 1.053523 -3.465558 -0.04 -0.02 -0.02
C -1.799377 3.869740 -1.575934 -0.01 0.03 0.02
C 1.662302 -2.360218 1.909363 0.15 0.08 0.01
C 2.564500 1.338600 -3.293626 -0.01 -0.01 -0.02
C 0.449390 -1.706693 2.575306 0.03 -0.30 -0.03
H 1.992757 0.044943 -4.908167 0.00 0.00 0.01
H -5.154344 0.998739 -6.672591 0.01 0.00 0.00
H 1.403866 -4.297100 5.587087 -0.02 -0.03 -0.01
H -1.338339 3.873346 -2.556595 0.00 0.00 0.00
H 5.399746 -1.264244 5.329960 0.00 0.01 -0.02
H -2.657236 -1.037422 -3.866213 0.00 0.02 0.00
H -0.357286 -0.086488 -4.228298 -0.03 -0.01 0.02
H 1.376128 -5.465678 3.515002 0.05 0.02 0.02
H 2.001871 -1.027462 4.323202 -0.19 -0.05 -0.06
H 2.726427 -4.217592 1.951940 -0.01 -0.03 0.02
H 1.121344 -2.745462 4.845612 0.01 0.01 0.00
H 2.419697 -2.241634 -0.010983 0.09 0.06 0.04
H -3.402767 3.879291 1.938054 -0.01 0.01 0.00
H 2.819486 2.641143 -1.607434 0.01 0.00 -0.01
H -4.955002 3.073700 -5.344167 0.00 0.00 0.00
H -3.992420 -1.055187 -5.927818 0.00 0.00 0.00
H 5.428312 -2.959758 5.563157 0.01 0.00 0.01
H 3.600248 1.399065 -3.601352 -0.01 0.00 0.00
H 2.556814 -1.913299 2.344917 0.03 -0.01 -0.01
H 0.070970 -4.313740 3.459867 0.01 0.01 -0.05
H -3.592850 3.117083 -3.306014 0.00 -0.02 0.01
H -3.044893 1.753732 0.764551 -0.09 0.00 -0.07
H 3.705978 -4.198584 4.753392 0.00 0.00 -0.02
H 1.101839 -4.351196 1.324425 -0.03 0.05 -0.01
H 0.465112 2.541893 -0.931298 0.03 -0.05 -0.03
H 3.388640 -0.221848 5.046455 0.06 -0.02 0.05
H 0.804244 -2.368999 0.081556 -0.01 -0.02 -0.03
H -2.761857 6.012566 0.863925 0.00 -0.01 -0.01
H -1.727671 6.000376 -1.382075 0.00 0.00 0.00